(1)
C14H25F2NO9S | ωB97M-V/def2-TZVPD

```
52
Properties=species:S:1:pos:R:3:forces:R:3:mulliken_charge:R:1
S 4.05255 2.16123 2.95117 1.468 2.592 3.208 1.334
F 0.08221 2.37835 2.80276 1.436 -0.241 -0.778 -0.195
F 1.49522 -0.75479 -0.27955 0.380 1.641 -0.153 -0.292
O 4.36835 1.73162 4.28317 -0.467 -1.643 -1.148 -0.699
O 5.33587 -0.54555 2.72803 -0.322 0.200 -0.988 -0.417
O 0.26127 -0.65238 1.47136 -0.725 -1.144 1.568 -0.426
O -4.87160 -2.53009 -2.95934 -0.322 0.202 0.079 -0.261
O -3.19049 -1.64663 -0.40636 0.147 0.216 -0.315 -0.346
O -1.19634 1.85760 1.15905 -2.114 0.049 -0.896 -0.408
O -4.75482 0.39245 -2.07616 0.050 -0.144 0.009 -0.483
O 2.67628 1.44194 2.45172 1.112 -0.037 -0.350 -0.409
O 3.94525 3.60948 2.97480 -0.876 -0.825 -1.919 -0.695
N 0.95509 1.37316 0.76158 2.398 -0.085 1.143 0.155
C 3.34415 1.57625 0.02797 0.405 -0.304 -0.189 -0.396
C 2.28070 1.87482 1.13930 0.793 1.702 -1.901 -0.302
C -3.93651 -0.29556 -3.01529 -0.079 0.098 -0.125 -0.161
C -4.65359 -1.39399 -3.78430 0.318 -0.191 0.277 -0.608
C 4.74095 2.21501 0.31544 -0.814 0.503 0.765 -1.404
C 0.88893 -0.05656 0.69495 -0.398 0.094 0.050 0.632
C -5.15745 -0.32281 -0.91073 -0.062 0.112 0.063 -0.420
C -6.07444 -3.20483 -3.25853 0.211 -0.073 0.023 -0.804
C 5.89231 0.30880 1.74798 0.511 -0.008 -0.028 -0.801
C 5.33575 1.79101 1.72565 -0.187 -0.697 -1.755 0.311
C -4.03456 -0.60643 0.07063 -0.035 -0.332 -0.124 -0.319
C -0.11314 1.88996 1.57080 -0.254 -0.488 0.229 0.514
C 4.19630 -1.28289 2.27609 -0.613 -0.596 0.485 -0.496
C -1.83159 -1.44654 -0.07948 -0.487 -0.280 -0.129 -0.894
H -6.25544 -3.93518 -2.46967 0.102 -0.007 -0.045 0.233
H 5.44148 1.98412 -0.51273 -0.330 -0.002 0.622 0.399
H -5.99435 -3.72783 -4.21842 -0.161 0.012 -0.020 0.325
H -1.67561 -1.56475 0.99177 0.032 0.081 0.003 0.471
H 5.81682 -0.15070 0.72889 -0.170 0.405 0.647 0.402
H 2.96520 1.99494 -0.93259 0.096 -0.266 0.738 0.414
H -1.49508 -0.45364 -0.40234 -0.068 0.049 0.087 0.263
H 6.19296 2.47677 1.89172 -0.889 -0.230 0.568 0.592
H 3.27963 -1.02737 2.86040 0.756 0.035 -0.334 0.204
H -1.24264 -2.19415 -0.61325 -0.083 -0.060 0.069 0.353
H -4.02780 -1.71229 -4.62738 -0.032 0.201 -0.151 0.392
H -3.63131 0.46447 -3.74010 -0.110 0.025 0.018 0.427
H -3.02364 -0.66598 -2.54895 -0.071 -0.221 0.054 -0.039
H -6.92305 -2.51208 -3.28141 -0.009 -0.004 -0.085 0.357
H 6.98608 0.37107 1.95710 -0.801 -0.001 0.015 0.286
H -5.60069 -1.00081 -4.16956 -0.016 -0.008 0.019 0.354
H -4.46048 -0.93960 1.02463 -0.109 0.209 0.070 0.431
H 3.50194 0.49201 -0.14749 -0.359 0.545 0.271 0.148
H 3.96397 -1.12428 1.20215 0.316 -0.117 0.538 0.181
H 4.59145 3.32105 0.34287 0.304 -0.721 -0.057 0.409
H 4.38926 -2.36040 2.45955 -0.040 0.577 -0.268 0.339
H -3.46278 0.31222 0.23910 0.005 0.009 -0.007 0.172
H 2.20242 2.99086 1.16916 -0.122 -0.790 0.152 0.616
H -5.69891 -1.23128 -1.17710 0.199 -0.136 0.027 0.121
H -5.87612 0.33021 -0.40900 0.086 0.094 -0.030 0.440
```
Forces are in eV/Å.

Its LUMO energy is 0.009 Eh. Its largest force on an atom is 4.38 eV/A. As for the structure (SMILES): COC[C@H]1CC[C@@H](N(C(=O)F)C(=O)F)OS1(=O)=O.COCCOCCOC. As for the HOMO-LUMO gap: 0.340 Ha.

***

(2)
C21H59F6N5O6P | ωB97M-V/def2-TZVPD

```
98
Properties=species:S:1:pos:R:3:forces:R:3:mulliken_charge:R:1
P 1.46906 0.52295 1.28959 -1.671 0.009 2.021 1.797
F 2.25541 -0.79584 1.93546 -0.009 0.962 -0.732 -0.444
F 2.69296 0.90485 0.40562 0.631 0.191 -1.060 -0.318
F 2.08433 1.50376 2.47365 0.044 -0.493 -0.353 -0.559
F 0.83125 -0.42964 0.11349 0.545 0.879 0.609 -0.450
F 0.25472 0.15021 2.29121 -0.229 -0.149 -0.297 -0.425
F 0.55821 1.84073 0.78593 0.901 -1.222 -0.219 -0.435
O 2.64236 0.94520 -4.75455 0.184 0.382 -0.629 -0.283
O -0.18184 5.64651 5.39037 -0.945 -2.881 -0.146 -0.316
O -3.45102 -0.66614 -1.22374 -0.466 0.569 0.226 -0.196
O -2.78169 -4.62620 0.18584 -0.007 0.005 1.086 -0.143
O 1.43728 0.98025 5.02671 -0.419 -0.397 0.311 -0.549
O 4.16955 -1.78746 -4.56279 2.590 0.049 0.215 -0.259
N 1.32814 0.68140 -2.47422 -0.904 0.442 0.280 -0.167
N -0.89249 -2.75164 0.02871 0.281 -0.464 -0.251 -0.495
N 2.92588 -1.68345 -2.13310 -1.195 -1.812 -0.528 -0.590
N -0.87079 2.39098 3.81738 -1.965 -0.714 -0.193 -0.839
N -4.98344 -2.95570 -0.96986 -0.079 0.537 -0.989 -0.375
C 2.28210 2.13173 -4.07732 -0.815 -0.724 -0.585 -0.982
C -5.41926 -1.82012 -1.88185 -0.573 -0.620 1.998 0.356
C -0.22009 4.15695 5.27340 0.188 1.843 -2.228 -0.801
C 5.06748 -2.16131 -5.60451 -0.750 -0.557 -0.171 -0.935
C 4.99690 -1.62734 -3.37856 -1.400 0.179 -0.273 -1.080
C -0.64768 3.82684 3.78212 0.566 -0.409 1.208 0.669
C 3.82416 1.12692 -5.53343 -1.392 -0.976 0.349 -0.592
C 0.54867 6.01526 6.48736 1.443 1.778 0.400 -0.813
C -1.91445 -4.53209 1.31786 -0.267 0.304 -0.435 -0.985
C 1.00322 -0.32384 5.43849 1.269 0.627 0.336 -0.524
C 0.99797 1.85420 -3.27021 1.602 0.008 0.349 0.279
C -6.94868 -1.81108 -1.96104 0.546 0.235 -1.575 -1.503
C -3.63899 -5.72971 0.22508 -0.247 0.226 -0.320 -0.838
C -2.40629 -2.13913 1.87684 1.150 0.203 -0.121 -0.915
C -2.74407 0.57488 -1.14016 -0.199 -0.732 -0.727 -0.628
C -1.81313 4.69576 3.22157 0.835 -0.090 -0.050 -1.275
C -1.33136 -3.07304 1.38020 -0.315 -1.075 -1.616 0.711
C 4.73721 -1.12929 -0.91057 1.910 1.394 0.709 -1.529
C -4.88649 -0.49104 -1.37949 2.186 -0.826 0.570 -0.855
C 0.69990 3.05828 -2.39296 -0.101 0.736 -0.567 -1.495
C 4.15741 -0.98846 -2.32327 -0.778 0.375 2.339 1.260
H 5.97890 -1.56524 -5.65040 -0.263 0.772 -0.283 0.375
H -2.33719 -2.38570 2.93632 -1.239 0.640 0.284 0.459
H -4.13703 -5.96453 1.16579 -0.091 0.693 0.637 0.370
H 1.80313 -0.66582 6.09522 -0.121 -0.594 0.256 0.258
H 5.85562 -0.96808 -3.50539 0.292 -0.071 -0.640 0.408
H 0.15451 1.59495 -3.91009 0.058 0.155 -0.228 0.569
H -5.19473 -2.83042 0.00982 0.288 1.083 0.268 0.195
H -7.25292 -1.09357 -2.72310 -0.233 0.594 0.211 0.435
H -5.53486 -3.79063 -1.10739 -0.174 -0.110 -0.965 0.286
H -3.13967 1.26600 -0.39589 -0.179 0.010 0.092 0.416
H 2.06210 1.00499 -1.86047 0.515 -0.151 0.277 0.128
H -1.49668 5.49463 2.55092 0.716 0.128 0.189 0.322
H -3.16369 -6.68722 0.01208 0.377 -0.096 -0.637 0.327
H 0.60815 5.36799 7.36234 -0.477 -0.424 -0.118 0.329
H 5.33562 -2.61507 -3.06589 0.165 -0.188 0.141 0.352
H -0.43887 -3.02613 2.00417 -0.235 -0.211 0.815 0.397
H 1.86582 0.82644 4.18156 0.104 0.523 -0.340 0.312
H -4.98145 -1.88816 -2.87774 0.029 -0.774 0.030 0.152
H 0.76028 3.70486 5.42368 0.387 0.371 -0.055 0.470
H -3.34094 -2.22166 1.32210 -0.086 -0.526 0.425 -0.123
H 5.49084 -3.16226 -5.52114 -0.266 -0.560 0.571 0.338
H 4.79224 -2.13380 -0.49103 0.755 -0.644 -0.994 0.403
H 3.35133 -2.51185 -1.74216 -0.857 -1.313 -0.137 0.403
H -2.30960 5.22775 4.03311 -0.495 -0.442 -0.060 0.312
H 0.97124 -0.98126 4.56964 -0.588 -0.111 0.178 0.152
H 0.55628 0.64593 -1.82379 -0.242 -0.724 0.290 -0.157
H 0.09459 -0.24257 6.03504 -0.181 -0.119 -0.422 0.257
H 3.68439 1.93587 -6.25047 0.374 0.500 0.185 0.400
H 0.20785 3.75410 3.11065 0.519 2.004 0.101 0.170
H -5.05019 0.29056 -2.12139 -0.400 0.210 0.061 0.438
H 3.10307 2.40894 -3.41606 0.081 0.257 0.420 0.294
H 5.68027 -0.58781 -0.83608 0.599 -0.322 0.323 0.381
H -0.82901 3.70933 6.05887 -0.705 0.209 -0.234 0.359
H -0.49930 -1.82400 -0.04207 -0.264 0.147 0.312 -0.107
H -2.44976 4.13280 2.53902 -0.375 -0.411 0.637 0.384
H 0.23886 7.00910 6.81048 -0.485 0.028 0.247 0.267
H -7.45468 -1.61978 -1.01475 0.081 -0.222 -0.082 0.314
H 1.56987 6.21750 6.16433 0.604 -0.338 0.113 0.289
H -5.25462 -0.24619 -0.38319 -0.532 0.319 -0.007 0.310
H 3.90623 0.21445 -6.12399 0.304 0.016 0.184 0.003
H 2.13710 2.92750 -4.80796 -0.042 0.394 -0.100 0.543
H 4.16796 -0.76561 -0.05513 -0.650 0.974 -0.726 0.399
H 4.47581 -2.20002 -6.51913 0.264 0.453 -0.176 0.301
H 3.86058 0.03475 -2.55356 0.647 0.224 -0.252 -0.273
H 1.58896 3.46694 -1.91267 0.287 -0.271 0.035 0.352
H -0.00181 2.87456 -1.57935 -0.223 -0.136 -0.260 0.250
H -1.69084 0.39129 -0.92779 -0.133 -0.318 0.229 -0.183
H -2.07069 -1.12055 1.68195 0.089 0.141 0.433 0.099
H -7.22938 -2.73529 -2.46616 -0.339 -0.379 0.642 0.421
H -0.08111 -3.34597 -0.06368 0.282 -0.156 -0.777 0.257
H 2.53578 -1.30540 -1.28163 -0.745 0.389 -0.163 0.051
H -1.23505 -5.37858 1.21812 0.899 0.241 0.109 0.439
H -2.47880 -4.74340 2.22614 -0.241 0.146 0.326 0.372
H 4.65122 1.21667 -4.82915 0.477 0.364 -0.380 0.266
H 0.35459 3.85013 -3.05765 -0.407 0.333 0.197 0.524
H -0.17215 1.93794 4.38900 0.227 -0.003 0.092 0.412
H -0.66682 2.07175 2.88112 -0.253 -0.482 -0.001 0.101
H -4.40828 -5.45745 -0.49753 0.002 -0.618 -0.159 0.118
H -2.77549 1.00117 -2.14286 -0.043 0.607 -0.056 0.426
```
Forces are in eV/Å.

Its LUMO energy is 0.098 Eh. Its largest force on an atom is 3.04 eV/A. As for the charge: -1. As for the HOMO-LUMO gap: 0.310 Ha.